{"formula": "C46H56BF3N2SiTa", "method": "ωB97M-V/def2-TZVPD", "total_charge": -1, "total_energy_ev": -69853.5667, "lumo_ev": 2.098, "gap_ev": 6.5, "symbols": ["Ta", "C", "C", "C", "C", "C", "C", "C", "C", "C", "C", "C", "C", "N", "C", "C", "N", "C", "C", "C", "C", "C", "C", "C", "C", "C", "C", "C", "C", "H", "H", "H", "H", "H", "H", "H", "H", "H", "H", "H", "H", "H", "H", "H", "H", "H", "H", "H", "H", "H", "H", "H", "H", "H", "H", "H", "H", "H", "H", "H", "H", "H", "H", "H", "H", "C", "C", "C", "C", "C", "C", "H", "H", "H", "H", "H", "F", "C", "C", "C", "C", "C", "C", "H", "H", "H", "H", "F", "B", "F", "C", "Si", "C", "C", "C", "C", "C", "C", "C", "H", "H", "H", "H", "H", "H", "H", "H", "H", "H", "H"], "positions_angstrom": [[-0.023613, -0.466265, -0.107756], [-3.149258, 1.081957, 3.839876], [-1.905709, 0.221670, 3.580101], [-1.918970, -0.929945, 4.598164], [-0.622970, 1.041767, 3.657221], [-0.226274, 1.459917, 4.917569], [0.908082, 2.233639, 5.095387], [1.637655, 2.600820, 3.988386], [1.288584, 2.212901, 2.691017], [2.197223, 2.817583, 1.620146], [1.699894, 2.840883, 0.178049], [3.588276, 2.186011, 1.701094], [0.158481, 1.399774, 2.519980], [-0.353089, 1.057551, 1.219096], [-1.482764, 1.855171, 0.939675], [-2.354632, 1.399744, 0.035636], [-2.114374, 0.207292, -0.626396], [-3.207514, -0.107898, -1.515477], [-3.805813, 0.835789, -2.392587], [-4.981368, 0.480481, -3.055319], [-5.587365, -0.749268, -2.912513], [-4.957234, -1.688610, -2.121840], [-3.775748, -1.395198, -1.458021], [-3.127407, -2.488597, -0.650974], [-3.775597, -2.640574, 0.722751], [-3.059470, -3.819271, -1.396218], [-3.318214, 2.229837, -2.813068], [-1.810619, 2.412687, -2.852411], [-4.033844, 3.417680, -2.153346], [-4.048627, 0.465494, 3.773487], [-3.243421, 1.892395, 3.122487], [-3.109660, 1.513263, 4.843759], [-1.989648, -0.194320, 2.573957], [-2.137289, -0.558201, 5.601317], [-0.968961, -1.458764, 4.648260], [-2.699121, -1.647523, 4.337690], [-0.822432, 1.182947, 5.777959], [1.203417, 2.562363, 6.083712], [2.504430, 3.239980, 4.109816], [2.307726, 3.866135, 1.923247], [1.823967, 1.867996, -0.304344], [2.304962, 3.543597, -0.400212], [0.654299, 3.138469, 0.105180], [3.530719, 1.121672, 1.500932], [4.026870, 2.314740, 2.691430], [4.258375, 2.628622, 0.961620], [-1.637175, 2.763831, 1.505392], [-3.268171, 1.933378, -0.160529], [-5.425116, 1.210518, -3.724484], [-6.503058, -0.983030, -3.440668], [-5.383147, -2.678727, -2.023604], [-2.103946, -2.179283, -0.483792], [-4.814620, -2.965834, 0.623109], [-3.768209, -1.687492, 1.256809], [-3.235388, -3.374519, 1.324486], [-4.050767, -4.233636, -1.588774], [-2.510925, -4.550490, -0.799667], [-2.547463, -3.695714, -2.351555], [-3.640411, 2.282110, -3.858736], [-1.399374, 2.618683, -1.864869], [-1.552417, 3.253893, -3.501274], [-1.336800, 1.517353, -3.249120], [-3.736509, 3.587656, -1.120406], [-5.117285, 3.285653, -2.179426], [-3.789666, 4.328489, -2.705412], [-0.180807, -4.937424, 2.067499], [-0.001633, -4.855261, 0.692092], [-0.007254, -3.622678, 0.058961], [-0.204156, -2.431599, 0.776027], [-0.379337, -2.549241, 2.154920], [-0.367183, -3.777060, 2.802013], [-0.169039, -5.901320, 2.561677], [0.153712, -5.756407, 0.111077], [0.137648, -3.580813, -1.013749], [-0.497669, -1.653935, 2.740666], [-0.501343, -3.824858, 3.876271], [3.947158, 2.722937, -5.287609], [3.027429, 1.960849, -4.632133], [2.923142, 0.621565, -4.946452], [1.991284, -0.144256, -4.259797], [1.158597, 0.395176, -3.271875], [1.319098, 1.752511, -2.996681], [2.242439, 2.548258, -3.664082], [3.570716, 0.196655, -5.702001], [1.921341, -1.203028, -4.477870], [0.729991, 2.209289, -2.212904], [2.366026, 3.597671, -3.432223], [0.750349, -1.917089, -2.391422], [0.151853, -0.615526, -2.499034], [-1.078471, -0.778032, -3.161317], [3.095905, -2.961741, -0.600903], [2.608974, -1.254543, 0.096031], [2.819700, -1.461886, 2.002334], [4.150317, -0.251111, -0.479961], [4.120464, 0.669498, -1.526730], [5.259696, 1.354452, -1.934938], [6.470911, 1.132838, -1.299839], [6.533924, 0.206416, -0.266008], [5.391481, -0.473907, 0.125851], [4.184421, -3.045409, -0.557264], [2.785220, -3.067110, -1.639647], [2.667774, -3.777699, -0.021114], [3.836806, -1.261912, 2.343084], [2.568484, -2.489981, 2.272118], [2.153467, -0.811602, 2.574386], [3.186012, 0.866066, -2.040171], [5.191595, 2.063079, -2.752034], [7.359670, 1.669361, -1.609167], [7.475997, 0.014127, 0.234231], [5.473782, -1.194549, 0.931686]], "atomic_forces_ev_per_a": [[-0.7, -0.1, -0.2], [0.0, 0.0, 0.0], [-0.1, 0.1, 0.0], [0.0, 0.0, 0.0], [0.1, -0.1, -0.1], [0.1, 0.0, 0.0], [0.0, 0.0, 0.0], [0.0, 0.0, 0.0], [0.0, 0.1, -0.1], [-0.1, 0.0, 0.0], [0.1, -0.1, 0.0], [0.0, 0.1, 0.0], [-0.2, -0.2, 0.3], [0.0, -0.1, -0.2], [0.1, 0.1, 0.0], [0.0, -0.2, 0.0], [0.1, 0.1, 0.0], [0.1, 0.1, 0.0], [-0.1, 0.1, 0.2], [-0.1, 0.0, 0.0], [0.0, 0.0, 0.0], [0.0, 0.0, 0.0], [0.0, -0.1, 0.0], [0.0, 0.0, 0.0], [0.0, 0.0, 0.0], [0.0, 0.0, 0.0], [0.1, 0.0, -0.1], [0.0, 0.0, 0.0], [0.0, -0.1, 0.0], [0.0, 0.0, 0.0], [0.0, 0.0, -0.1], [0.0, 0.0, 0.0], [0.0, 0.0, 0.0], [0.0, 0.0, 0.0], [0.0, 0.0, 0.0], [0.0, 0.0, 0.0], [0.0, 0.0, 0.0], [0.0, 0.0, 0.0], [0.0, 0.0, 0.0], [-0.1, 0.0, 0.0], [0.0, 0.0, 0.1], [0.0, 0.0, 0.0], [0.0, 0.0, 0.0], [0.0, -0.1, 0.0], [0.0, 0.0, 0.0], [0.0, 0.0, 0.0], [0.0, 0.0, 0.0], [-0.1, 0.1, -0.1], [0.0, 0.0, 0.0], [0.0, 0.0, 0.0], [0.0, 0.0, 0.0], [0.1, 0.0, 0.0], [0.0, 0.0, 0.0], [0.0, 0.0, 0.0], [0.0, 0.0, 0.0], [0.0, 0.0, 0.0], [0.0, 0.0, 0.0], [0.0, 0.0, 0.0], [0.1, 0.0, 0.0], [0.0, 0.0, 0.0], [0.0, 0.0, 0.0], [0.0, 0.1, 0.0], [0.1, 0.0, 0.1], [0.0, 0.0, 0.0], [0.0, 0.0, 0.0], [0.0, 0.0, 0.0], [0.0, 0.0, 0.0], [-0.1, 0.0, 0.0], [0.2, -0.2, -0.2], [0.1, 0.0, 0.0], [0.0, 0.0, 0.0], [0.0, 0.0, 0.0], [0.0, 0.0, 0.0], [0.0, 0.0, 0.0], [0.0, 0.1, 0.0], [0.0, 0.0, 0.0], [0.0, 0.0, 0.0], [0.0, 0.0, 0.0], [0.0, 0.0, 0.0], [-0.1, 0.0, 0.0], [0.1, -0.2, 0.0], [-0.2, 0.0, -0.1], [0.0, 0.0, -0.1], [0.0, 0.0, 0.0], [0.0, 0.0, 0.0], [0.0, 0.0, -0.1], [0.0, 0.0, 0.0], [-0.2, 0.0, 0.4], [-0.1, 0.5, -0.2], [0.1, 0.0, -0.1], [-0.1, 0.1, 0.0], [0.3, 0.2, 0.2], [0.0, 0.0, -0.1], [-0.1, 0.0, 0.0], [-0.1, 0.0, 0.0], [0.0, 0.0, 0.0], [0.0, 0.0, 0.0], [0.0, 0.0, 0.0], [0.0, 0.0, 0.0], [0.0, 0.0, 0.0], [0.0, 0.0, 0.0], [-0.1, 0.0, 0.0], [0.1, 0.0, 0.0], [0.0, 0.0, 0.0], [0.0, 0.1, 0.0], [0.3, -0.1, 0.2], [0.0, 0.0, 0.0], [0.0, 0.0, 0.0], [0.0, 0.0, 0.0], [0.0, 0.0, 0.0]], "lowdin_charge": [1.676, -0.060, -0.377, -0.082, -0.133, -0.049, -0.078, -0.057, -0.122, -0.346, -0.081, -0.050, -0.172, -0.183, -0.214, -0.214, -0.078, -0.157, -0.121, -0.065, -0.091, -0.050, -0.143, -0.389, -0.041, -0.056, -0.368, -0.068, -0.070, 0.079, 0.065, 0.075, 0.101, 0.071, 0.067, 0.084, 0.105, 0.098, 0.109, 0.131, 0.026, 0.088, 0.068, 0.042, 0.076, 0.087, 0.118, 0.099, 0.107, 0.094, 0.102, 0.054, 0.080, 0.075, 0.072, 0.066, 0.065, 0.091, 0.122, 0.059, 0.089, 0.065, 0.059, 0.073, 0.075, -0.091, -0.096, -0.155, -0.336, -0.140, -0.091, 0.095, 0.103, 0.096, 0.052, 0.097, 0.025, -0.302, -0.011, -0.035, -0.136, -0.108, -0.019, 0.113, 0.115, 0.076, 0.118, -0.020, -0.895, 0.054, -0.210, 0.564, -0.230, -0.308, -0.100, -0.081, -0.108, -0.104, -0.129, 0.020, 0.017, 0.009, 0.010, 0.018, 0.001, 0.057, 0.093, 0.091, 0.092, 0.089]}